Here is a molecular structure, AsBF6H4Sn at a distorted geometry from the Open Molecules 2025 dataset. Energies are from the ωB97M-V functional and the def2-TZVPD basis.

Last column: Löwdin charge in e.
Element x y z (Å)
Sn -1.011 -1.321 -0.775  1.667
B 0.754 -2.406 -2.834  -0.460
H 0.214 -1.349 -2.998  -0.078
H 1.153 -2.865 -3.817  -0.009
H 1.587 -2.309 -2.019  -0.031
H -0.132 -3.082 -2.398  -0.090
As -0.364 1.928 2.112  0.750
F 0.721 1.094 3.215  -0.267
F 0.825 1.898 0.815  -0.281
F -1.482 2.755 1.063  -0.261
F -1.557 1.871 3.394  -0.260
F 0.269 3.430 2.708  -0.247
F -0.977 0.357 1.534  -0.433

Summary:
ΔE to the lowest compared entry with this formula, charge and spin (kcal per mole): 0.00
Orbital gap (Eh): 0.283
Maximum force (eV/A): 2.755
E (Ha): -3076.4601